Here is a cluster of 9 separate species, C41H91F6N4O10S in total from OMol25. Energies are from ωB97M-V/def2-TZVPD.

Each line ends with the Löwdin charge.
Element x y z (Å)
1 C 0.46698 -0.39367 2.40564  -0.066
2 C 0.57417 -1.19543 1.03076  -0.357
3 C 1.02374 -2.63939 1.42348  -0.054
4 C -0.89961 -1.12552 0.45816  -0.111
5 N -1.13756 -1.93288 -0.77317  0.000
6 C -2.59575 -2.35651 -0.71075  -0.066
7 C -3.45796 -1.06218 -0.88077  -0.149
8 N -2.89719 -0.04130 -1.79162  0.022
9 C -2.01246 -0.61308 -2.82952  -0.142
10 C -2.79862 -1.34890 -3.95335  -0.475
11 F -3.67818 -0.38881 -4.44455  0.095
12 F -3.60733 -2.36976 -3.57996  0.122
13 F -2.06019 -1.66260 -5.06210  0.132
14 C -0.83209 -1.33334 -2.10281  -0.262
15 C -0.12364 -2.48973 -2.95833  -0.062
16 C -0.86593 -3.83167 -3.12673  -0.175
17 O 0.12143 -4.77213 -3.63925  -0.131
18 C -0.37600 -6.09074 -3.46337  -0.082
19 C 0.08969 -6.67498 -2.06913  -0.515
20 F 0.86585 -5.79341 -1.37953  0.121
21 F -1.03260 -6.89269 -1.28888  0.081
22 F 0.69437 -7.87597 -2.19529  0.139
23 C 0.39243 -0.30115 -2.10981  -0.200
24 C 0.12617 1.12511 -1.58291  -0.415
25 S 1.38461 2.28573 -2.32800  0.971
26 C 0.44096 3.80942 -2.47691  -0.618
27 N 0.53534 4.88886 -1.71915  0.031
28 N -0.37713 5.82214 -2.12178  0.060
29 C -0.99560 5.23947 -3.13128  -0.204
30 O -0.54838 4.00321 -3.43235  0.015
31 H 0.07357 0.63590 2.26003  0.079
32 H 1.41635 -0.45185 2.97703  0.085
33 H -0.28570 -0.97395 3.00553  0.078
34 H 1.30824 -0.61780 0.43066  0.121
35 H 2.08694 -2.55906 1.76837  0.100
36 H 1.05900 -3.27381 0.50241  0.069
37 H 0.45857 -3.08678 2.26839  0.090
38 H -1.21143 -0.05597 0.37333  0.137
39 H -1.49754 -1.47695 1.34056  0.141
40 H -0.61916 -2.81701 -0.64766  0.158
41 H -2.83811 -3.18018 -1.41245  0.122
42 H -2.85299 -2.77371 0.29453  0.146
43 H -3.62259 -0.60392 0.12810  0.128
44 H -4.47332 -1.35312 -1.24945  0.119
45 H -3.61250 0.55788 -2.21462  0.073
46 H -1.61431 0.29129 -3.35954  0.170
47 H 0.12189 -2.09378 -3.97517  0.143
48 H 0.87556 -2.70333 -2.49286  0.142
49 H -1.14170 -4.25384 -2.11844  0.115
50 H -1.70498 -3.86579 -3.85537  0.130
51 H 0.06613 -6.77004 -4.23317  0.149
52 H -1.48466 -6.15373 -3.58291  0.145
53 H 1.30527 -0.79608 -1.69220  0.086
54 H 0.63012 -0.20249 -3.20206  0.120
55 H -0.87195 1.55436 -1.81288  0.078
56 H 0.25410 1.19488 -0.47481  0.073
57 H -1.82474 5.69458 -3.69636  0.132
58 C 5.33117 -2.07485 -2.31575  -0.046
59 C 4.13306 -1.53094 -3.07717  -0.470
60 C 4.55930 -0.52224 -4.13095  -0.051
61 O 3.22791 -0.90935 -2.15987  -0.108
62 H 5.85656 -1.26973 -1.79468  0.073
63 H 5.01010 -2.79017 -1.55482  0.080
64 H 6.03341 -2.57185 -2.98769  0.084
65 H 3.59524 -2.35550 -3.55337  0.135
66 H 5.06004 0.33366 -3.67101  0.085
67 H 3.68770 -0.13154 -4.66274  0.080
68 H 5.23749 -0.97145 -4.85605  0.068
69 H 3.69420 -0.17479 -1.73065  0.049
70 C -4.02845 4.32902 -2.63617  -0.054
71 C -4.46661 3.10694 -3.43103  -0.463
72 C -5.79020 3.34938 -4.13701  -0.048
73 O -4.59439 1.98420 -2.54857  -0.080
74 H -4.76094 4.57379 -1.86179  0.093
75 H -3.08290 4.13466 -2.12722  0.068
76 H -3.90546 5.19725 -3.28466  0.077
77 H -3.69981 2.85308 -4.16666  0.142
78 H -6.58335 3.56064 -3.41384  0.087
79 H -6.09608 2.46138 -4.69345  0.084
80 H -5.71940 4.18874 -4.83079  0.088
81 H -5.27074 2.19800 -1.89370  0.109
82 C -6.48514 -3.30793 -2.90688  -0.069
83 C -7.20156 -3.82273 -1.66723  -0.503
84 C -7.89167 -5.15047 -1.93832  -0.061
85 O -8.16520 -2.86232 -1.24133  -0.053
86 H -7.19223 -3.13763 -3.72340  0.089
87 H -6.00326 -2.35015 -2.70099  0.053
88 H -5.72549 -4.01572 -3.24645  0.077
89 H -6.48417 -3.94207 -0.85111  0.133
90 H -8.64716 -5.04235 -2.72173  0.085
91 H -8.40948 -5.50229 -1.04431  0.083
92 H -7.17456 -5.91319 -2.24936  0.081
93 H -8.80569 -2.74787 -1.95371  0.090
94 C -1.34027 1.47030 6.18486  -0.057
95 C -1.57356 2.32859 4.95215  -0.485
96 C -2.62184 3.39649 5.21336  -0.057
97 O -1.99488 1.49701 3.86598  -0.079
98 H -2.25917 0.95145 6.47670  0.085
99 H -0.59161 0.70074 5.98008  0.061
100 H -0.99908 2.07540 7.02746  0.082
101 H -0.63626 2.80068 4.65080  0.141
102 H -3.58412 2.94280 5.47335  0.084
103 H -2.78777 3.99903 4.31759  0.081
104 H -2.31628 4.05683 6.02718  0.056
105 H -2.82343 1.07373 4.11991  0.083
106 C 7.22516 0.70091 -7.99274  -0.064
107 C 7.80634 1.10926 -6.64800  -0.495
108 C 9.32604 1.14261 -6.68991  -0.064
109 O 7.37633 0.18952 -5.64313  -0.072
110 H 7.55914 -0.30299 -8.27152  0.082
111 H 6.13455 0.67132 -7.94581  0.078
112 H 7.52186 1.39729 -8.77940  0.081
113 H 7.42530 2.09322 -6.36702  0.139
114 H 9.72994 0.15346 -6.92537  0.082
115 H 9.73000 1.42700 -5.71634  0.079
116 H 9.68539 1.85219 -7.43771  0.082
117 H 7.70782 -0.68495 -5.88062  0.088
118 C 2.23185 -3.37816 6.80759  -0.063
119 C 1.65803 -1.97015 6.79116  -0.491
120 C 0.58441 -1.79834 7.85423  -0.057
121 O 1.10274 -1.69570 5.50230  -0.078
122 H 1.45297 -4.11759 6.59760  0.081
123 H 2.99374 -3.49068 6.03352  0.079
124 H 2.68050 -3.61071 7.77504  0.083
125 H 2.45790 -1.24589 6.95704  0.141
126 H -0.24929 -2.48530 7.67910  0.084
127 H 0.17403 -0.78702 7.82488  0.066
128 H 0.98411 -1.98382 8.85287  0.084
129 H 0.39371 -2.33045 5.34451  0.082
130 C -1.43366 4.91399 10.44013  -0.064
131 C -1.67072 5.77230 9.20743  -0.492
132 C -2.71685 6.84342 9.47238  -0.063
133 O -2.09898 4.94426 8.12430  -0.079
134 H -2.35167 4.39759 10.73635  0.082
135 H -0.68834 4.14330 10.23301  0.078
136 H -1.08710 5.51755 11.28110  0.082
137 H -0.73385 6.24207 8.90167  0.140
138 H -3.67761 6.39130 9.73638  0.082
139 H -2.88444 7.44511 8.57697  0.080
140 H -2.40854 7.50450 10.28452  0.082
141 H -2.92775 4.52261 8.38257  0.089
142 C 5.13119 1.68894 1.72711  -0.054
143 C 5.67699 1.14237 0.41785  -0.482
144 C 6.83681 1.98134 -0.09279  -0.052
145 O 4.63424 1.12307 -0.56257  -0.088
146 H 4.75461 2.70765 1.59609  0.086
147 H 4.29221 1.08261 2.07616  0.073
148 H 5.90025 1.69903 2.50124  0.085
149 H 6.00495 0.11032 0.55933  0.139
150 H 6.51745 3.00989 -0.28486  0.086
151 H 7.21118 1.58333 -1.03834  0.080
152 H 7.65678 2.00018 0.62705  0.085
153 H 4.33415 2.03131 -0.69793  0.088

Atomic forces in eV per Å
-0.667 -1.066 -0.486
-0.705 0.850 1.702
1.044 0.721 -1.037
1.625 1.259 2.220
-1.848 -0.748 1.268
-1.404 0.452 0.198
-1.205 -0.027 0.002
0.991 -1.604 -0.258
-0.530 0.414 1.004
-1.230 1.775 -1.369
0.614 -0.740 0.586
1.195 0.229 -0.269
-0.409 -0.473 1.457
2.817 0.129 -2.732
-0.354 0.003 -0.456
1.098 -0.840 0.392
-1.066 -0.197 0.136
0.999 -0.619 -0.330
-1.461 0.134 0.006
-0.376 -1.070 -0.586
0.941 0.172 -0.340
-0.085 1.205 0.238
-0.514 -0.102 -0.255
0.172 0.562 0.809
-0.874 0.732 -0.257
-0.214 1.142 0.968
0.832 -1.866 -0.082
-0.806 -1.528 -1.900
0.030 1.317 0.529
0.299 0.165 0.633
0.476 -0.599 0.268
-0.565 0.331 -0.480
0.573 0.784 -0.211
-0.377 -0.886 -0.008
-0.867 -0.176 -0.294
-0.099 -0.042 0.866
0.020 0.297 -0.785
0.216 -1.020 -0.649
0.145 -0.306 -1.243
0.263 0.557 -0.263
0.461 0.894 -0.026
0.691 0.364 -0.735
0.270 -0.301 -0.813
0.688 -0.152 0.441
0.144 -0.066 0.288
-0.018 -1.053 0.202
-0.343 -0.249 0.869
-0.918 0.083 -0.194
-0.282 0.520 -0.838
0.289 0.388 0.809
-0.195 0.736 0.510
0.780 0.042 0.410
-0.935 0.724 -0.152
-0.230 -0.088 0.932
0.573 -0.561 0.007
-0.081 -0.040 -0.888
0.787 -0.583 0.232
-0.020 -0.233 0.140
0.502 0.459 0.096
-0.239 -0.029 -0.135
-0.137 -0.224 -0.041
-0.011 0.065 -0.150
-0.006 -0.031 -0.082
-0.003 0.028 0.033
-0.130 0.049 0.120
0.119 -0.127 0.025
0.005 -0.085 -0.013
0.008 0.108 0.029
0.206 -0.022 0.158
0.144 -0.184 0.115
-0.450 0.539 0.137
-0.047 -0.210 -0.178
-0.069 0.045 -0.083
-0.078 0.028 -0.122
-0.046 0.002 -0.018
-0.119 -0.015 0.046
-0.002 -0.216 0.130
0.088 0.113 0.028
0.074 0.051 -0.029
-0.023 -0.020 0.045
0.024 0.013 -0.068
0.197 0.093 0.099
-0.456 -0.057 -0.648
0.021 -0.176 0.208
0.201 0.128 0.305
-0.011 -0.130 0.021
-0.018 -0.048 0.009
-0.037 0.025 -0.047
-0.136 0.130 0.099
0.115 0.044 -0.068
0.085 0.015 -0.008
-0.055 0.002 -0.021
0.042 -0.040 0.066
0.308 -0.148 0.016
-0.614 -0.114 0.479
0.045 0.271 -0.133
0.227 -0.120 -0.428
-0.060 0.135 0.010
0.021 0.070 -0.021
-0.061 -0.005 -0.013
-0.048 -0.127 -0.178
0.073 -0.087 0.083
0.066 -0.012 0.029
-0.033 -0.044 -0.068
0.061 0.125 0.085
-0.241 0.100 -0.046
0.360 -0.526 -0.367
0.107 0.176 0.164
-0.176 0.172 0.217
0.128 0.063 0.009
0.041 0.073 0.009
-0.004 -0.055 -0.001
-0.076 -0.126 0.164
-0.078 0.020 -0.116
-0.047 0.052 -0.048
0.018 -0.049 0.014
0.037 0.108 -0.023
0.244 -0.005 -0.102
-0.434 -0.567 0.164
-0.029 0.254 0.072
0.167 0.290 -0.228
-0.059 0.055 0.122
0.017 0.051 0.071
-0.031 -0.031 -0.037
-0.077 0.060 -0.208
0.102 -0.098 0.016
0.082 -0.016 0.032
-0.045 -0.015 -0.026
0.060 0.028 0.117
0.237 -0.110 0.006
-0.555 -0.152 0.424
0.023 0.212 -0.155
0.244 0.003 -0.212
-0.047 0.134 0.012
0.023 0.083 0.002
-0.035 -0.041 -0.004
-0.052 -0.124 -0.179
0.078 -0.053 0.105
0.076 0.000 0.043
-0.046 -0.024 -0.013
0.064 0.073 0.035
-0.174 -0.172 0.112
0.124 0.624 0.195
0.132 -0.127 -0.209
-0.250 -0.257 -0.222
0.132 0.019 -0.034
0.077 -0.033 0.009
-0.032 0.026 -0.025
-0.169 -0.030 -0.162
-0.029 -0.008 0.138
0.013 -0.040 0.072
-0.033 0.027 -0.024
0.033 -0.058 0.012

Highest occupied orbital energy   -11.590 eV
Charge   +1
Molar mass   946.25 g/mol
E_LUMO   -1.87 eV
Electronic energy   -3585.2937 a.u.